DFT (wB97M-V/def2-TZVPD) results for 10 unconnected molecules or ions with the total composition C47H123N9O14 in a non-equilibrium geometry.

Bonds (Å) are listed after each position.
Cartesian coordinates (Å):
1 C -0.64 0.28 5.35  C2 1.517, H5 1.094, H6 1.091, H7 1.092
2 C -1.41 -0.16 6.58  C1 1.517, C3 1.509, O4 1.426, H8 1.098
3 C -2.27 -1.37 6.26  C2 1.509, H9 1.091, H10 1.091, H11 1.098
4 O -0.45 -0.48 7.59  C2 1.426, H12 0.961
5 H -0.02 -0.51 4.93  C1 1.094
6 H 0.05 1.11 5.51  C1 1.091
7 H -1.31 0.59 4.55  C1 1.092
8 H -2.04 0.66 6.94  C2 1.098
9 H -2.84 -1.70 7.13  C3 1.091
10 H -1.69 -2.12 5.73  C3 1.091
11 H -3.02 -1.06 5.52  C3 1.098
12 H -0.81 -1.17 8.15  O4 0.961
13 C 4.30 2.56 1.20  C14 1.541, H19 1.091, H20 1.093, H21 1.092
14 C 4.34 3.84 0.34  C13 1.541, C15 1.516, N18 1.466, H22 1.090
15 C 4.77 3.52 -1.08  C14 1.516, O16 1.410, H23 1.101, H24 1.101
16 O 6.01 2.85 -1.04  C15 1.410, C17 1.404
17 C 6.63 2.71 -2.29  O16 1.404, H25 1.096, H26 1.088, H27 1.097
18 N 2.99 4.41 0.28  C14 1.466, H28 1.013, H29 1.026
19 H 5.24 2.01 1.25  C13 1.091
20 H 3.56 1.88 0.77  C13 1.093
21 H 3.96 2.81 2.21  C13 1.092
22 H 5.01 4.59 0.77  C14 1.090
23 H 4.88 4.44 -1.69  C15 1.101
24 H 3.99 2.98 -1.64  C15 1.101
25 H 5.97 2.20 -3.00  C17 1.096
26 H 7.54 2.14 -2.14  C17 1.088
27 H 6.92 3.69 -2.71  C17 1.097
28 H 2.61 4.48 1.21  N18 1.013
29 H 2.35 3.81 -0.24  N18 1.026
30 C -2.36 -2.78 0.90  C31 1.512, H36 1.089, H37 1.092, H38 1.095
31 C -3.26 -1.96 1.80  C30 1.512, C32 1.511, N35 1.474, H39 1.103
32 C -3.53 -2.60 3.14  C31 1.511, O33 1.409, H40 1.101, H41 1.102
33 O -4.13 -3.87 3.01  C32 1.409, C34 1.404
34 C -4.29 -4.49 4.26  O33 1.404, H42 1.093, H43 1.099, H44 1.092
35 N -2.73 -0.60 1.96  C31 1.474, H45 1.020, H46 1.037
36 H -2.18 -2.32 -0.07  C30 1.089
37 H -2.76 -3.79 0.73  C30 1.092
38 H -1.40 -2.95 1.39  C30 1.095
39 H -4.25 -1.86 1.34  C31 1.103
40 H -4.17 -1.95 3.76  C32 1.101
41 H -2.58 -2.63 3.71  C32 1.102
42 H -4.44 -5.55 4.05  C34 1.093
43 H -5.22 -4.20 4.76  C34 1.099
44 H -3.48 -4.39 4.99  C34 1.092
45 H -2.86 -0.14 1.06  N35 1.020
46 H -3.43 -0.11 2.55  N35 1.037
47 C -0.81 -0.89 -4.89  C48 1.532, H53 1.098, H54 1.089, H55 1.090
48 C -1.22 -0.48 -3.47  C47 1.532, C49 1.513, N52 1.457, H56 1.100
49 C -2.72 -0.54 -3.29  C48 1.513, O50 1.441, H57 1.094, H58 1.095
50 O -3.03 -0.18 -1.93  C49 1.441, C51 1.407
51 C -4.38 0.20 -1.77  O50 1.407, H59 1.091, H60 1.096, H61 1.096
52 N -0.57 -1.37 -2.52  C48 1.457, H62 1.017, H63 1.022
53 H -1.27 -0.17 -5.58  C47 1.098
54 H -1.20 -1.87 -5.15  C47 1.089
55 H 0.25 -0.81 -5.10  C47 1.090
56 H -0.95 0.58 -3.37  C48 1.100
57 H -3.12 -1.55 -3.39  C49 1.094
58 H -3.19 0.17 -3.98  C49 1.095
59 H -4.58 0.19 -0.70  C51 1.091
60 H -5.06 -0.50 -2.27  C51 1.096
61 H -4.56 1.20 -2.18  C51 1.096
62 H 0.41 -1.10 -2.48  N52 1.017
63 H -0.88 -1.07 -1.59  N52 1.022
64 C 0.16 1.79 1.27  C65 1.540, H70 1.092, H71 1.092, H72 1.095
65 C 0.07 0.89 0.02  C64 1.540, C66 1.535, N69 1.476, H73 1.096
66 C 1.22 1.13 -0.96  C65 1.535, O67 1.422, H74 1.096, H75 1.092
67 O 1.45 2.52 -1.16  C66 1.422, C68 1.431
68 C 0.41 3.22 -1.85  O67 1.431, H76 1.090, H77 1.088, H78 1.091
69 N 0.03 -0.53 0.42  C65 1.476, H79 1.026, H80 1.017
70 H 0.39 2.83 1.05  C64 1.092
71 H 0.86 1.35 2.00  C64 1.092
72 H -0.77 1.83 1.84  C64 1.095
73 H -0.86 1.08 -0.51  C65 1.096
74 H 0.96 0.69 -1.94  C66 1.096
75 H 2.17 0.67 -0.66  C66 1.092
76 H 0.03 2.61 -2.67  C68 1.090
77 H 0.82 4.18 -2.15  C68 1.088
78 H -0.42 3.43 -1.18  C68 1.091
79 H -0.78 -0.67 1.03  N69 1.026
80 H 0.88 -0.73 0.95  N69 1.017
81 C -3.90 2.27 4.42  C82 1.522, H87 1.090, H88 1.092, H89 1.095
82 C -4.93 2.25 3.30  C81 1.522, C83 1.517, N86 1.468, H90 1.095
83 C -4.35 2.94 2.08  C82 1.517, O84 1.404, H91 1.099, H92 1.100
84 O -4.14 4.29 2.40  C83 1.404, C85 1.403
85 C -3.36 5.00 1.47  O84 1.403, H93 1.092, H94 1.098, H95 1.088
86 N -5.19 0.84 3.00  C82 1.468, H96 1.017, H97 1.018
87 H -3.68 3.24 4.86  C81 1.090
88 H -2.92 1.90 4.11  C81 1.092
89 H -4.23 1.63 5.25  C81 1.095
90 H -5.85 2.77 3.59  C82 1.095
91 H -4.99 2.83 1.20  C83 1.099
92 H -3.38 2.48 1.85  C83 1.100
93 H -3.79 4.87 0.47  C85 1.092
94 H -2.32 4.65 1.43  C85 1.098
95 H -3.30 6.02 1.83  C85 1.088
96 H -5.94 0.69 2.33  N86 1.017
97 H -5.60 0.48 3.86  N86 1.018
98 C 0.42 -3.54 3.49  O99 1.417, H107 1.096, H108 1.089, H109 1.097
99 O 1.24 -4.13 4.48  C98 1.417, C100 1.407
100 C 2.51 -4.52 4.00  O99 1.407, C101 1.516, H110 1.098, H111 1.096
101 C 3.01 -5.67 4.85  C100 1.516, N102 1.484, H112 1.097, H113 1.089
102 N 2.25 -6.88 4.47  C101 1.484, C103 1.464, H114 1.013
103 C 2.85 -8.08 5.05  N102 1.464, C104 1.506, H115 1.102, H116 1.090
104 C 2.15 -9.35 4.62  C103 1.506, O105 1.406, H117 1.099, H118 1.097
105 O 0.84 -9.39 5.12  C104 1.406, C106 1.399
106 C 0.16 -10.57 4.81  O105 1.399, H119 1.095, H120 1.099, H121 1.089
107 H 0.74 -2.58 3.08  C98 1.096
108 H -0.55 -3.46 3.99  C98 1.089
109 H 0.32 -4.23 2.64  C98 1.097
110 H 3.22 -3.69 4.02  C100 1.098
111 H 2.44 -4.90 2.97  C100 1.096
112 H 2.81 -5.44 5.91  C101 1.097
113 H 4.07 -5.87 4.71  C101 1.089
114 H 1.32 -6.73 4.83  N102 1.013
115 H 2.78 -7.98 6.14  C103 1.102
116 H 3.92 -8.14 4.84  C103 1.090
117 H 2.78 -10.16 5.00  C104 1.099
118 H 2.08 -9.39 3.52  C104 1.097
119 H 0.75 -11.47 5.03  C106 1.095
120 H -0.12 -10.61 3.75  C106 1.099
121 H -0.77 -10.58 5.37  C106 1.089
122 C -2.37 3.01 -3.59  O123 1.405, H131 1.092, H132 1.098, H133 1.095
123 O -1.93 4.31 -3.29  C122 1.405, C124 1.402
124 C -1.60 5.11 -4.40  O123 1.402, C125 1.525, H134 1.099, H135 1.097
125 C -0.75 6.27 -3.91  C124 1.525, N126 1.465, H136 1.090, H137 1.101
126 N -1.42 6.87 -2.76  C125 1.465, C127 1.462, H138 1.015
127 C -0.67 7.90 -2.04  N126 1.462, C128 1.507, H139 1.093, H140 1.096
128 C 0.21 7.41 -0.92  C127 1.507, O129 1.419, H141 1.099, H142 1.099
129 O -0.68 7.21 0.17  C128 1.419, C130 1.405
130 C -0.10 6.47 1.22  O129 1.405, H143 1.092, H144 1.091, H145 1.095
131 H -2.51 2.51 -2.62  C122 1.092
132 H -1.61 2.40 -4.09  C122 1.098
133 H -3.27 3.05 -4.20  C122 1.095
134 H -2.50 5.51 -4.89  C124 1.099
135 H -1.06 4.52 -5.14  C124 1.097
136 H -0.62 7.01 -4.71  C125 1.090
137 H 0.24 5.88 -3.63  C125 1.101
138 H -1.57 6.12 -2.09  N126 1.015
139 H -1.40 8.63 -1.69  C127 1.093
140 H -0.09 8.49 -2.77  C127 1.096
141 H 0.99 8.13 -0.66  C128 1.099
142 H 0.80 6.54 -1.22  C128 1.099
143 H 0.34 5.54 0.86  C130 1.092
144 H -0.90 6.21 1.92  C130 1.091
145 H 0.67 7.01 1.77  C130 1.095
146 C -0.74 -6.56 -2.23  O147 1.407, H155 1.091, H156 1.095, H157 1.094
147 O 0.35 -6.20 -1.42  C146 1.407, C148 1.423
148 C 0.41 -4.79 -1.21  O147 1.423, C149 1.514, H158 1.099, H159 1.093
149 C 1.73 -4.36 -0.60  C148 1.514, N150 1.454, H160 1.094, H161 1.099
150 N 1.97 -2.96 -0.88  C149 1.454, C151 1.455, H162 1.015
151 C 3.32 -2.50 -0.58  N150 1.455, C152 1.506, H163 1.094, H164 1.094
152 C 3.62 -2.37 0.89  C151 1.506, O153 1.429, H165 1.100, H166 1.095
153 O 2.83 -1.29 1.37  C152 1.429, C154 1.418
154 C 3.36 -0.68 2.54  O153 1.418, H167 1.093, H168 1.089, H169 1.096
155 H -0.52 -7.55 -2.66  C146 1.091
156 H -0.86 -5.90 -3.09  C146 1.095
157 H -1.65 -6.63 -1.63  C146 1.094
158 H -0.39 -4.48 -0.54  C148 1.099
159 H 0.24 -4.32 -2.19  C148 1.093
160 H 2.53 -4.96 -1.04  C149 1.094
161 H 1.75 -4.60 0.47  C149 1.099
162 H 1.29 -2.35 -0.43  N150 1.015
163 H 3.45 -1.52 -1.04  C151 1.094
164 H 4.05 -3.13 -1.08  C151 1.094
165 H 4.68 -2.13 1.06  C152 1.100
166 H 3.48 -3.26 1.51  C152 1.095
167 H 3.47 -1.37 3.38  C154 1.093
168 H 2.76 0.16 2.87  C154 1.089
169 H 4.33 -0.27 2.24  C154 1.096
170 C 3.76 -0.69 -3.94  O171 1.416, H179 1.096, H180 1.087, H181 1.093
171 O 3.29 0.19 -4.95  C170 1.416, C172 1.410
172 C 3.05 1.51 -4.52  O171 1.410, C173 1.507, H182 1.102, H183 1.097
173 C 2.68 2.41 -5.67  C172 1.507, N174 1.457, H184 1.101, H185 1.094
174 N 1.27 2.29 -6.02  C173 1.457, C175 1.440, H186 1.012
175 C 0.86 3.08 -7.15  N174 1.440, C176 1.504, H187 1.102, H188 1.096
176 C -0.58 2.81 -7.53  C175 1.504, O177 1.407, H189 1.099, H190 1.100
177 O -0.80 1.47 -7.88  C176 1.407, C178 1.394
178 C -2.06 1.25 -8.42  O177 1.394, H191 1.101, H192 1.088, H193 1.097
179 H 4.85 -0.53 -3.86  C170 1.096
180 H 3.58 -1.69 -4.33  C170 1.087
181 H 3.31 -0.55 -2.96  C170 1.093
182 H 3.99 1.88 -4.09  C172 1.102
183 H 2.33 1.52 -3.69  C172 1.097
184 H 3.32 2.19 -6.54  C173 1.101
185 H 2.91 3.46 -5.46  C173 1.094
186 H 1.02 1.31 -6.09  N174 1.012
187 H 1.48 2.97 -8.06  C175 1.102
188 H 0.96 4.14 -6.90  C175 1.096
189 H -0.90 3.52 -8.31  C176 1.099
190 H -1.25 3.07 -6.69  C176 1.100
191 H -2.86 1.45 -7.69  C178 1.101
192 H -2.19 0.21 -8.73  C178 1.088
193 H -2.28 1.89 -9.29  C178 1.097

The value obtained for the HOMO energy is -8.47 eV. Its SMILES is COC[C@H](C)N.COC[C@H](C)N.COC[C@H](C)N.COC[C@H](C)N.COC[C@H](C)N.COCCNCCOC.COCCNCCOC.COCCNCCOC.COCCNCCOC.CC(C)O. For the strongest force on any atom, the calculation gives 0.0319 Eh/bohr. The calculation puts the HOMO-LUMO gap at 0.3290 hartree. The charge is 0. Its energy above the lowest of the compared OMol25 structures with the same formula, charge and spin is 0.0 kJ/mol. Its LUMO energy is 0.48 eV.